#P
DFT (wB97M-V/def2-TZVPD) results for a molecular structure, C3H8N2S2.

## Properties
HOMO level	-8.56	eV
total charge	0
gap between HOMO and LUMO	9.10	eV
LUMO	0.55	eV

Cartesian coordinates (Å):
C 2.72458 -0.27736 0.44067
C 0.06739 -0.47457 -0.11903
C -1.05575 1.50446 -0.06658
H 3.68435 -0.74847 0.14386
H 2.51369 0.88530 -0.05641
H 2.68489 -0.35958 1.79153
H -0.86835 -1.86832 -1.15875
H -3.59101 -0.80916 -0.42927
H -1.41921 1.25538 -1.16106
H -1.83429 1.11354 0.71434
H -0.95294 2.70359 0.01725
N -1.11164 -1.06835 -0.44056
N 0.18974 0.78620 0.03150
S 1.50051 -1.43149 -0.12109
S -2.53195 -1.21117 0.41363

***

#Q
DFT (wB97M-V/def2-TZVPD) results for C3H8N2S2 in the gas phase.

## Properties
HOMO level	-9.12	eV
total charge	0
gap between HOMO and LUMO	9.42	eV
SMILES	[H]/N=C(/N)SCSC
LUMO	0.30	eV

Cartesian coordinates (Å):
H 3.19338 -1.03050 0.03038
N 3.04937 0.03400 0.19015
C 1.86025 0.20709 -0.08754
N 1.47775 1.51932 -0.06704
S 0.61179 -1.13398 -0.26461
C -0.79948 -0.28433 -1.06776
S -1.74819 0.87506 -0.26295
C -1.97296 -0.58541 0.91674
H 0.43938 1.56621 0.13181
H 2.20358 2.17449 0.44964
H -1.56073 -1.25590 -1.10700
H -0.56889 0.19276 -2.10967
H -1.98909 -1.77227 0.34389
H -0.99838 -0.22346 1.74048
H -3.19779 -0.28308 1.16348

***

Q: Which of them is the most stable? A: #P.

***

#P
DFT (wB97M-V/def2-TZVPD) results for C3H8N2S2 in the gas phase.

## Properties
HOMO level	-8.85	eV
total charge	0
gap between HOMO and LUMO	9.40	eV
SMILES	C/N=C(\NS)SC
LUMO	0.56	eV

Cartesian coordinates (Å):
C 0.17342 -1.78201 -0.80779
N 0.08921 -0.35745 -0.54068
C -0.24186 0.32807 0.48854
N -0.64083 -0.14574 1.76844
S -2.06917 -1.08643 1.65488
S -0.10164 2.18352 0.41019
C 1.11623 2.21523 -0.90422
H 0.11591 -2.48127 0.15836
H -0.82386 -1.92660 -1.39848
H 1.15844 -2.05718 -1.39329
H -1.03713 0.82585 2.37091
H -1.56611 -2.38299 1.75721
H 0.98454 3.30490 -1.19526
H 2.14857 1.75345 -0.65706
H 0.69430 1.60864 -1.71175

***

#Q
DFT (wB97M-V/def2-TZVPD) results for a molecular structure, C3H8N2S2.

## Properties
HOMO level	-8.69	eV
total charge	0
gap between HOMO and LUMO	9.02	eV
LUMO	0.33	eV

Cartesian coordinates (Å):
C 1.89443 -1.41785 0.92416
C -0.14735 0.20926 0.02526
C -1.71995 -0.03774 -1.88123
H 2.87549 -2.07966 0.78645
H 2.13583 -0.43909 1.82748
H 0.83696 -2.07005 1.16482
H 1.05243 0.88727 1.36006
H -1.10877 2.55422 0.54721
H -1.35532 -1.02756 -1.97375
H -2.77142 -0.05933 -1.83992
H -1.36351 0.60057 -2.70589
N 0.10125 0.78982 1.22052
N -1.19844 0.46281 -0.69187
S 1.42351 -0.56757 -0.67843
S -0.65513 2.19490 1.91514

***

#R
DFT (wB97M-V/def2-TZVPD) results for C3H8N2S2 in the gas phase.

## Properties
HOMO level	-8.66	eV
total charge	0
gap between HOMO and LUMO	9.31	eV
SMILES	[H]/N=C/NSCSC
LUMO	0.65	eV

Cartesian coordinates (Å):
H 0.18532 -2.46535 -1.54105
N 0.29662 -1.64060 -0.92450
C 0.42746 -2.16862 0.22452
N 0.69543 -1.41160 1.37154
S 1.00246 0.27699 1.36040
C -0.62850 0.92309 0.98019
S -0.51564 2.57350 0.24873
C -0.03655 2.02281 -1.44657
H 0.38150 -3.23869 0.52388
H 0.51730 -1.93355 2.23583
H -1.12138 0.12536 0.41362
H -1.35124 1.04561 1.81842
H -0.91360 1.69327 -2.00544
H 0.33842 2.93259 -1.90319
H 0.72240 1.26520 -1.35639

***

#S
DFT (wB97M-V/def2-TZVPD) results for 2 unconnected molecules or ions with the total composition C3H8N2S2.

## Properties
HOMO level	-8.64	eV
total charge	0
gap between HOMO and LUMO	6.71	eV
LUMO	-1.93	eV

Cartesian coordinates (Å):
C -2.51591 -1.23089 -0.00148
C -0.48828 0.87702 0.87468
C 2.22633 0.18988 -0.83604
H -2.18265 -1.79259 1.11468
H -3.38601 -1.35669 -0.36509
H -1.81739 -1.24069 -0.88593
H -0.05634 -0.23264 0.95637
H -0.53122 1.48959 1.78067
H 2.29903 1.60925 1.42525
H 3.26496 -0.16817 -0.51313
H 2.11175 -1.47009 -1.75438
N 1.86097 1.54690 -0.42491
N 1.39809 -0.69094 -1.61914
S -2.34238 0.50645 0.82695
S 0.15906 1.96362 -0.57851

***

Q: Which of them is the most stable? A: #R.

***

#P
DFT (wB97M-V/def2-TZVPD) results for a molecular structure, C20H27CdN2O2PS2.

## Properties
HOMO level	-6.97	eV
total charge	0
gap between HOMO and LUMO	6.03	eV
LUMO	-0.95	eV

Cartesian coordinates (Å):
C -2.53534 0.46843 -4.39716
C -2.35210 -0.77051 -3.76804
C -1.58645 -0.81406 -2.55606
C -1.03108 0.33880 -2.05446
C -1.26342 1.56721 -2.65249
C -2.02286 1.65880 -3.84512
C -1.40593 -2.15695 -1.85361
C 0.04490 -2.69644 -1.68432
N 1.09845 -1.66860 -1.46314
Cd 0.21713 0.19600 -0.08313
C -0.58577 2.81589 -2.07371
P 1.07832 2.26298 -1.49386
H -2.74737 -1.72742 -4.17355
H -2.13043 2.64809 -4.33576
H -3.08192 0.50820 -5.34197
H -1.08419 3.17246 -1.15537
H -0.45051 3.62551 -2.80853
H -1.88307 -2.13681 -0.85051
H -1.92093 -2.92317 -2.44977
H 0.05618 -3.35760 -0.79785
C 1.79255 3.57480 -0.42293
C 2.05685 2.28899 -3.05590
H 0.30881 -3.26754 -2.60391
C 1.66236 -1.18128 -2.74886
C 2.19509 -2.22341 -0.62559
H -0.33831 1.50813 0.79448
H 2.16669 -2.01131 -3.28635
H 0.86848 -0.75361 -3.37850
H 2.39521 -0.38673 -2.54236
H 2.80404 -2.96827 -1.18558
H 2.83610 -1.38903 -0.32515
H 1.76370 -2.64297 0.29857
H 2.08266 3.33297 -3.43364
H 3.07775 1.92632 -2.81378
H 1.60426 1.61118 -3.80799
H 1.94419 4.48242 -1.03990
H 1.09524 3.74317 0.42323
H 2.75909 3.17020 -0.04625
H 1.42502 0.27754 1.61656
O 1.65312 1.61064 4.56226
S 1.54157 0.14829 4.39574
O 2.47192 -0.64323 5.00680
N 1.02630 -0.17771 2.66865
C -0.14833 -0.83528 2.79857
S -0.91764 -1.60387 1.55785
C -0.79580 -0.86306 4.13118
C -2.12012 -1.30113 4.42468
C -2.65895 -1.25548 5.70887
C -1.82971 -0.72506 6.71201
C -0.52897 -0.26130 6.44052
C -0.00872 -0.32100 5.14052
H -2.71342 -1.69463 3.59404
H -3.68199 -1.62370 5.91558
H -2.26501 -0.69803 7.71247
H 0.06238 0.14217 7.25247

***

#Q
DFT (wB97M-V/def2-TZVPD) results for a molecular structure, C20H27CdN2O2PS2.

## Properties
HOMO level (alpha / beta)	-7.36 / -7.36	eV
total charge	0
gap between HOMO and LUMO (alpha / beta)	6.22 / 6.23	eV
LUMO (alpha / beta)	-1.13 / -1.13	eV

Cartesian coordinates (Å):
C 4.22457 -1.44985 2.44386
C 4.00532 -0.12269 2.06410
C 2.82201 0.20126 1.35767
C 1.92157 -0.81304 1.04465
C 2.11975 -2.12847 1.46712
C 3.29065 -2.46014 2.17733
C 2.54130 1.63996 0.93929
C 2.42632 1.95323 -0.57836
N 1.80966 0.89689 -1.42936
Cd 0.06954 -0.26545 -0.20724
C 1.11777 -3.19523 1.02142
P 0.61311 -2.77423 -0.68892
H 4.71713 0.68907 2.25765
H 3.44950 -3.51290 2.43624
H 5.14149 -1.70265 2.95929
H 0.18652 -3.14965 1.61055
H 1.54540 -4.20429 1.02849
H 1.62695 2.01799 1.43794
H 3.38425 2.24954 1.28528
H 1.79471 2.85365 -0.69336
C -0.87739 -3.75091 -1.13285
C 1.99653 -3.45254 -1.70394
H 3.44465 2.12939 -0.98663
C 2.81711 -0.07151 -1.92471
C 1.09495 1.50718 -2.57429
H -1.15642 -1.09935 0.65249
H 3.53341 0.45957 -2.58234
H 3.35009 -0.53480 -1.07964
H 2.31481 -0.86773 -2.49882
H 1.81850 1.91112 -3.31203
H 0.48283 0.73297 -3.06145
H 0.39579 2.27760 -2.20221
H 2.01446 -4.54443 -1.54213
H 1.79493 -3.20803 -2.76216
H 2.95158 -2.99200 -1.39725
H -0.58410 -4.81544 -1.13022
H -1.66278 -3.52101 -0.38895
H -1.18865 -3.41280 -2.14217
H -1.53418 -0.05585 -1.34161
O -4.91793 -0.25703 -1.24557
S -4.32720 1.00253 -1.34694
O -4.75149 1.80318 -2.46352
N -2.59149 0.91113 -1.00246
C -2.44533 1.72622 0.07178
S -0.88218 2.08770 0.61951
C -3.61423 2.28095 0.76867
C -3.58867 3.00317 2.00265
C -4.77365 3.46431 2.57009
C -5.97529 3.16279 1.88215
C -5.97095 2.42397 0.66953
C -4.77630 1.96936 0.10090
H -2.62233 3.19340 2.47539
H -4.75723 4.04080 3.51343
H -6.89844 3.54372 2.35794
H -6.92090 2.22938 0.20371

***

Q: Which of them is the most stable? A: #P.

***

#P
DFT (wB97M-V/def2-TZVPD) results for 2 unconnected molecules or ions with the total composition C2H8NO2P.

## Properties
HOMO level (alpha / beta)	-7.20 / -7.20	eV
total charge	0
gap between HOMO and LUMO (alpha / beta)	7.55 / 7.55	eV
LUMO (alpha / beta)	0.35 / 0.35	eV

Cartesian coordinates (Å):
C -0.52487 -1.77978 -0.07120
C 0.67787 -0.92518 -0.31501
N 1.29108 -1.05629 -1.53675
O -0.11986 0.48488 1.87543
O -1.15633 2.88691 0.56652
P 0.50435 0.66871 0.57184
H -1.39612 -1.11736 0.05527
H -0.35484 -2.17004 0.90822
H -0.77349 -2.62925 -0.63696
H 1.88192 1.48560 0.58294
H 0.80552 -1.58091 -2.27356
H -1.62531 2.43582 1.23159
H 2.17489 -0.49340 -1.84457
H -1.38482 3.79030 0.88623

***

#Q
DFT (wB97M-V/def2-TZVPD) results for C2H8NO2P in the gas phase.

## Properties
HOMO level	-9.63	eV
total charge	0
gap between HOMO and LUMO	10.21	eV
SMILES	CCO[P@H](N)=O
LUMO	0.58	eV

Cartesian coordinates (Å):
C 1.65230 0.22570 0.72953
C 1.21759 0.16426 -0.71024
O -0.12130 0.12782 -1.00755
P -1.55813 -1.14190 -0.05068
N -2.86329 -0.21999 -0.37272
O -1.36892 -1.48413 1.33361
H 2.69670 0.26825 0.91189
H 1.15125 1.07017 1.26406
H 1.14966 -0.49896 1.40794
H 1.75784 -0.68392 -1.24566
H 1.55560 1.10455 -1.18614
H -1.74618 -2.14859 -1.11223
H -2.70106 0.47791 0.35397
H -2.73522 0.07709 -1.40365

***

Q: Which of them is the most stable? A: #Q.

***

#P
DFT (wB97M-V/def2-TZVPD) results for 3 unconnected molecules or ions with the total composition C2H10N2O2.

## Properties
HOMO level (alpha / beta)	-14.62 / -14.62	eV
multiplicity	2
total charge	+1
gap between HOMO and LUMO (alpha / beta)	9.98 / 6.24	eV
expectation value of S²	0.772
LUMO (alpha / beta)	-4.65 / -8.38	eV

Cartesian coordinates (Å):
C -1.28121 -0.89067 0.78741
N -0.82643 -1.62576 -0.37344
C -0.22165 -1.00102 -1.37478
N -0.04682 -1.60254 -2.53291
H -2.32007 -0.60503 0.65081
H -1.21132 -1.33587 1.77861
H -0.74342 0.04261 0.82964
H -1.28240 -2.47143 -0.71887
H 0.14867 0.01454 -1.16392
H -0.07731 -0.98206 -3.33931
H 1.63799 0.33559 1.61385
H 2.11561 1.00225 2.85341
O 1.74801 1.21547 1.98831
H 0.66531 2.06087 0.18178
H 1.22581 2.97299 -0.88315
O 0.46922 2.87006 -0.29745

***

#Q
DFT (wB97M-V/def2-TZVPD) results for 2 unconnected molecules or ions with the total composition C2H10N2O2.

## Properties
HOMO level (alpha / beta)	-12.94 / -12.91	eV
multiplicity	2
total charge	+1
gap between HOMO and LUMO (alpha / beta)	9.49 / 3.99	eV
expectation value of S²	0.755
LUMO (alpha / beta)	-3.45 / -8.92	eV

Cartesian coordinates (Å):
N -0.61885 1.30876 -0.67355
C -1.12656 0.47516 -1.70521
O -1.87406 1.30522 -2.54397
H 0.10870 1.92662 -1.02166
H -0.44711 0.85177 0.23952
H -0.28377 -0.05911 -2.16718
H -1.76454 -0.32908 -1.33763
H -2.19567 0.79814 -3.29506
N 2.40061 -0.97055 1.77227
C 0.99477 -1.01179 2.18629
O 0.12787 -1.01346 1.03755
H 2.32048 -0.63701 0.81555
H 2.97934 -0.40582 2.37263
H 0.66070 -1.82464 2.83095
H 0.77095 -0.04051 2.62361
H 0.27124 -1.78094 0.47791

***

Q: Which of them is the most stable? A: #P.

***

#P
DFT (wB97M-V/def2-TZVPD) results for 2 unconnected molecules or ions with the total composition H6NO.

## Properties
HOMO level	-14.32	eV
total charge	+1
gap between HOMO and LUMO	9.67	eV
LUMO	-4.64	eV

Cartesian coordinates (Å):
O -0.01825 -0.99196 -2.91697
H 0.31340 -0.68948 -3.79262
H 0.12047 -1.96612 -2.92222
N -0.08301 0.72940 1.92647
H 0.91512 0.55395 2.15095
H -0.67353 0.45341 2.73428
H -0.35372 0.17218 1.09361
H -0.22046 1.73864 1.72652

***

#Q
DFT (wB97M-V/def2-TZVPD) results for 2 unconnected molecules or ions with the total composition H6NO.

## Properties
HOMO level	-14.01	eV
total charge	+1
gap between HOMO and LUMO	9.29	eV
LUMO	-4.72	eV

Cartesian coordinates (Å):
O 0.83890 1.05041 3.28861
H 0.12111 0.90172 3.94506
H 1.60580 0.54431 3.64073
N -0.51299 -0.49926 -2.17494
H 0.41806 -0.17593 -1.84930
H -0.39128 -1.23804 -2.89385
H -1.03322 0.30000 -2.58479
H -1.04641 -0.88318 -1.37150

***

Q: Which of them is the most stable? A: #P.